Entry 1:
Below is an isolated ion of composition C4H8NO and charge +1, with properties calculated with wB97M-V/def2-TZVPD.

Structure (XYZ):
```
14
C4H8NO | the Open Molecules 2025 dataset | wB97M-V/def2-TZVPD
C 1.468 0.997 -0.313
C 0.188 0.298 -0.684
N -0.068 -1.139 -0.121
C -1.170 -0.751 0.842
C -1.251 0.669 0.358
O -1.917 1.626 0.489
H 1.504 0.834 0.831
H 1.151 1.965 -0.559
H 2.314 0.532 -0.943
H 0.080 0.396 -1.840
H 0.763 -1.599 0.427
H -0.124 -1.785 -0.850
H -0.960 -0.703 1.836
H -1.978 -1.339 0.527
```

Properties
Kohn-Sham gap: 0.38886 Eh
energy relative to the best compared isomer or geometry (same formula, charge and spin): 55.5 kcal/mol
charge: +1
SMILES: C[C@H]1[NH2+]CC1=O
molecular weight: 86.11 g/mol
max |F|: 5.25 eV/A

Entry 2:
Below is C4H8NO2 as an isolated structure, with properties calculated with wB97M-V/def2-TZVPD.

Structure (XYZ):
```
15
C4H8NO2 | the Open Molecules 2025 dataset | wB97M-V/def2-TZVPD
O -0.239 -2.035 -0.253
C -0.124 -0.806 -0.079
N 1.005 -0.150 0.135
C 2.854 -0.197 0.779
O 3.416 0.873 1.074
C -1.428 -0.043 0.159
C -1.986 0.658 -1.068
H 0.852 0.811 0.424
H 3.175 -0.678 -0.157
H 2.518 -0.875 1.574
H -2.160 -0.639 0.717
H -1.374 0.680 0.993
H -1.938 0.029 -1.966
H -1.493 1.602 -1.291
H -3.077 0.772 -1.041
```

Properties
Kohn-Sham gap: 0.29661 Eh
energy relative to the best compared isomer or geometry (same formula, charge and spin): 51.4 kcal/mol
charge: -1
molecular weight: 102.11 g/mol
max |F|: 1.92 eV/A

Entry 3:
Below is C4H8NO2 as an isolated structure, with properties calculated with wB97M-V/def2-TZVPD.

Structure (XYZ):
```
15
C4H8NO2 | the Open Molecules 2025 dataset | wB97M-V/def2-TZVPD
C -1.258 0.270 0.018
N -0.068 -0.281 0.366
C -2.401 -0.756 0.239
C 1.098 0.624 0.279
C 2.363 0.018 -0.403
O 3.489 0.560 0.072
O -1.559 1.428 -0.231
H -0.361 -0.337 -0.771
H -3.270 -0.201 0.578
H -2.083 -1.447 1.017
H -2.591 -1.352 -0.652
H 1.449 0.888 1.281
H 0.729 1.546 -0.165
H 2.357 -1.071 -0.126
H 2.106 0.110 -1.501
```

Properties
Kohn-Sham gap: 0.22058 Eh
energy relative to the best compared isomer or geometry (same formula, charge and spin): 101.6 kcal/mol
charge: -1
molecular weight: 102.11 g/mol
max |F|: 5.24 eV/A

Entry 4:
Below is an isolated ion of composition C4H8NO2 and charge -1, with properties calculated with wB97M-V/def2-TZVPD.

Structure (XYZ):
```
15
C4H8NO2 | the Open Molecules 2025 dataset | wB97M-V/def2-TZVPD
N -0.936 1.070 0.495
C -0.138 0.205 -0.456
C 1.161 0.950 -0.875
O 1.941 1.324 0.153
C 0.179 -1.134 0.166
C -0.933 -1.698 1.168
O -1.816 -2.477 0.915
H -0.170 1.676 0.835
H -1.565 1.664 -0.036
H -0.824 0.118 -1.324
H 1.756 0.400 -1.677
H 0.706 1.847 -1.346
H 1.234 -0.991 0.546
H 0.413 -1.955 -0.567
H -1.008 -0.999 2.003
```

Properties
Kohn-Sham gap: 0.25032 Eh
energy relative to the best compared isomer or geometry (same formula, charge and spin): 70.1 kcal/mol
charge: -1
SMILES: N[C@@H](C[O-])CC=O
molecular weight: 102.11 g/mol
max |F|: 3.37 eV/A

Entry 5:
Below is an isolated ion of composition C4H8NO2 and charge -1, with properties calculated with wB97M-V/def2-TZVPD.

Structure (XYZ):
```
15
C4H8NO2 | the Open Molecules 2025 dataset | wB97M-V/def2-TZVPD
C -1.189 0.437 -0.970
N -0.045 0.695 -0.117
C 0.496 1.919 -0.157
O 0.021 2.814 -0.857
C 0.462 -0.284 0.818
C 0.401 -1.864 0.420
O 0.565 -2.641 1.468
H -1.344 -0.631 -0.981
H -2.029 1.056 -0.642
H -0.972 0.817 -1.971
H 1.368 2.076 0.490
H 1.534 -0.244 1.070
H 0.186 -0.217 1.885
H 1.155 -1.904 -0.415
H -0.610 -2.027 -0.041
```

Properties
Kohn-Sham gap: 0.23796 Eh
energy relative to the best compared isomer or geometry (same formula, charge and spin): 61.2 kcal/mol
charge: -1
SMILES: CN(C=O)CC[O-]
molecular weight: 102.11 g/mol
max |F|: 2.86 eV/A

Entry 6:
Below is an isolated ion of composition C4H8NO2 and charge +1, with properties calculated with wB97M-V/def2-TZVPD.

Structure (XYZ):
```
15
C4H8NO2 | the Open Molecules 2025 dataset | wB97M-V/def2-TZVPD
N -1.235 -0.816 0.458
C -0.274 0.315 0.435
C -0.031 0.956 -0.890
C 1.092 -0.135 -0.015
O 1.137 -1.400 -0.536
C 2.365 0.481 0.398
O 3.410 -0.062 0.171
H -2.187 -0.529 0.195
H -1.258 -1.265 1.382
H -0.864 -1.512 -0.222
H -0.349 0.962 1.304
H -0.409 0.495 -1.784
H 0.281 1.978 -0.937
H 2.045 -1.569 -0.845
H 2.280 1.455 0.903
```

Properties
Kohn-Sham gap: 0.36562 Eh
energy relative to the best compared isomer or geometry (same formula, charge and spin): 50.3 kcal/mol
charge: +1
SMILES: [NH3+][C@@H]1C[C@@]1(O)C=O
molecular weight: 102.11 g/mol
max |F|: 2.99 eV/A

Entry 7:
Below is a 2-piece molecular cluster, C4H8NO2 overall, with properties calculated with wB97M-V/def2-TZVPD.

Structure (XYZ):
```
15
C4H8NO2 | the Open Molecules 2025 dataset | wB97M-V/def2-TZVPD
C -0.777 0.074 -2.048
C 0.136 0.567 -1.207
C 0.795 1.171 1.281
C -0.123 0.709 0.223
N 0.432 -1.477 0.605
O 0.508 1.396 2.443
O -1.446 0.549 0.602
H -0.502 0.047 -3.065
H -1.740 -0.250 -1.692
H 1.131 0.979 -1.532
H 1.951 1.173 1.122
H 0.343 -1.909 1.512
H 1.350 -1.751 0.275
H -0.269 -1.845 -0.010
H -1.787 0.567 1.489
```

Properties
Kohn-Sham gap: 0.31825 Eh
energy relative to the best compared isomer or geometry (same formula, charge and spin): 70.5 kcal/mol
charge: +1
molecular weight: 102.11 g/mol
max |F|: 5.49 eV/A

Entry 8:
Below is an isolated ion of composition C4H8NO2 and charge +1, with properties calculated with wB97M-V/def2-TZVPD.

Structure (XYZ):
```
15
C4H8NO2 | the Open Molecules 2025 dataset | wB97M-V/def2-TZVPD
C -2.412 1.184 -0.121
C -0.317 -0.284 -0.006
C -0.038 -1.745 -0.225
C 2.856 0.588 0.391
N 0.600 0.590 0.276
O -1.566 -0.082 -0.263
O 1.807 0.072 0.087
H -3.045 1.306 -1.033
H -1.768 2.095 -0.056
H 0.267 -2.214 0.617
H 0.679 -1.881 -1.051
H -0.992 -2.200 -0.371
H 3.814 0.194 0.007
H 3.095 1.489 0.949
H -2.979 0.890 0.797
```

Properties
Kohn-Sham gap: 0.34205 Eh
energy relative to the best compared isomer or geometry (same formula, charge and spin): 118.4 kcal/mol
charge: +1
molecular weight: 102.11 g/mol
max |F|: 4.31 eV/A

Entry 9:
Below is an isolated ion of composition C4H8NO2 and charge +1, with properties calculated with wB97M-V/def2-TZVPD.

Structure (XYZ):
```
15
C4H8NO2 | the Open Molecules 2025 dataset | wB97M-V/def2-TZVPD
N -0.616 -1.214 -0.220
C 0.369 -0.163 -0.551
C 1.829 -0.570 -0.388
O 1.955 -1.657 0.044
C 0.098 1.142 0.388
C -1.335 1.265 0.601
O -2.172 0.355 0.296
H -0.490 -1.499 0.758
H -1.636 -0.954 -0.388
H -0.429 -2.081 -0.843
H 0.279 0.167 -1.618
H 2.615 0.130 -0.546
H 0.598 0.893 1.471
H 0.580 1.933 -0.169
H -1.644 2.253 1.164
```

Properties
Kohn-Sham gap: 0.38809 Eh
energy relative to the best compared isomer or geometry (same formula, charge and spin): 56.4 kcal/mol
charge: +1
SMILES: [NH3+][C@H](C=O)CC=O
molecular weight: 102.11 g/mol
max |F|: 5.39 eV/A

Entry 10:
Below is an isolated ion of composition C4H8NO2S and charge -1, with properties calculated with wB97M-V/def2-TZVPD.

Structure (XYZ):
```
16
C4H8NO2S | the Open Molecules 2025 dataset | wB97M-V/def2-TZVPD
N 1.868 0.077 0.166
C 0.550 0.715 -0.215
C -0.542 -0.313 -0.015
C -0.934 -0.469 1.427
S -2.423 -1.574 1.660
C 0.661 1.185 -1.704
O -0.254 0.823 -2.464
O 1.696 1.846 -1.947
H 1.986 -0.706 -0.470
H 2.578 0.746 -0.113
H 0.511 1.511 0.518
H -0.325 -1.256 -0.487
H -1.378 -0.004 -0.644
H -0.154 -0.945 1.999
H -1.326 0.445 1.856
H -2.513 -2.080 0.431
```

Properties
Kohn-Sham gap: 0.26658 Eh
energy relative to the best compared isomer or geometry (same formula, charge and spin): 7.6 kcal/mol
charge: -1
SMILES: N[C@H](CCS)C(=O)[O-]
molecular weight: 134.18 g/mol
max |F|: 2.18 eV/A

Entry 11:
Below is C4H8NO2S as an isolated structure, with properties calculated with wB97M-V/def2-TZVPD.

Structure (XYZ):
```
16
C4H8NO2S | the Open Molecules 2025 dataset | wB97M-V/def2-TZVPD
C -1.474 -0.074 -0.018
C -0.227 1.366 0.193
C 1.360 -0.558 0.215
C 0.255 -1.480 -0.269
N 1.168 0.851 -0.188
O -4.053 -0.285 -0.210
O -0.919 -1.135 0.443
S -2.965 0.668 -0.007
H -0.420 2.232 -0.401
H -0.201 1.606 1.192
H 1.242 -0.623 1.341
H 2.283 -0.963 -0.076
H -0.054 -1.443 -1.333
H 0.656 -2.475 0.083
H 1.320 1.037 -1.231
H 2.028 1.277 0.265
```

Properties
Kohn-Sham gap: 0.31393 Eh
energy relative to the best compared isomer or geometry (same formula, charge and spin): 52.9 kcal/mol
charge: +1
molecular weight: 134.18 g/mol
max |F|: 6.00 eV/A

Entry 12:
Below is a 2-piece molecular cluster, C4H8NO3 overall, with properties calculated with wB97M-V/def2-TZVPD.

Structure (XYZ):
```
16
C4H8NO3 | the Open Molecules 2025 dataset | wB97M-V/def2-TZVPD
N 2.361 -0.213 -1.370
C 1.670 0.157 -0.154
O 1.250 -0.839 0.491
O 1.563 1.393 0.158
H 2.775 -1.121 -1.319
H 2.996 0.541 -1.662
O -1.926 -1.567 -0.248
C -1.218 -0.612 -0.510
C -1.195 0.626 0.430
C -2.454 0.843 1.177
H -0.566 -0.561 -1.383
H -0.934 1.531 -0.167
H -0.307 0.480 1.143
H -3.343 0.848 0.518
H -2.475 1.804 1.720
H -2.590 -0.006 1.872
```

Properties
Kohn-Sham gap: 0.31284 Eh
energy relative to the best compared isomer or geometry (same formula, charge and spin): 31.6 kcal/mol
charge: -1
molecular weight: 118.11 g/mol
max |F|: 2.28 eV/A

Entry 13:
Below is an isolated ion of composition C4H8NO3 and charge -1, with properties calculated with wB97M-V/def2-TZVPD.

Structure (XYZ):
```
16
C4H8NO3 | the Open Molecules 2025 dataset | wB97M-V/def2-TZVPD
O -0.175 0.832 -2.071
C -0.489 -0.385 -2.010
O -0.191 -1.311 -2.782
C -1.399 -0.728 -0.805
N -0.961 -0.052 0.414
C 0.346 -0.520 0.856
C 1.345 0.610 1.021
O 0.990 1.546 2.044
H -2.406 -0.375 -1.042
H -1.438 -1.803 -0.630
H -0.885 0.925 0.158
H 0.265 -1.090 1.789
H 0.789 -1.186 0.103
H 1.422 1.112 0.052
H 2.320 0.191 1.276
H 0.467 2.235 1.627
```

Properties
Kohn-Sham gap: 0.27988 Eh
energy relative to the best compared isomer or geometry (same formula, charge and spin): 39.9 kcal/mol
charge: -1
SMILES: O=C([O-])CNCCO
molecular weight: 118.11 g/mol
max |F|: 0.56 eV/A

Entry 14:
Below is a 2-piece molecular cluster, C4H8NO3 overall, with properties calculated with wB97M-V/def2-TZVPD.

Structure (XYZ):
```
16
C4H8NO3 | the Open Molecules 2025 dataset | wB97M-V/def2-TZVPD
N 1.797 2.062 -2.590
C 0.486 1.819 -2.100
O 0.341 0.756 -1.444
O -0.362 2.675 -2.397
H 1.902 2.955 -3.031
H 2.587 1.800 -2.033
C 0.535 -1.521 0.821
C -0.659 -1.010 1.152
O -1.324 -0.073 0.438
C -1.460 -1.449 2.341
H 0.936 -2.348 1.394
H 0.979 -1.278 -0.134
H -0.698 0.305 -0.259
H -0.859 -2.020 3.046
H -1.929 -0.568 2.781
H -2.273 -2.105 2.014
```

Properties
Kohn-Sham gap: 0.30866 Eh
energy relative to the best compared isomer or geometry (same formula, charge and spin): 20.5 kcal/mol
charge: -1
molecular weight: 118.11 g/mol
max |F|: 0.73 eV/A

Entry 15:
Below is a 2-piece molecular cluster, C4H8NO3 overall, with properties calculated with wB97M-V/def2-TZVPD.

Structure (XYZ):
```
16
C4H8NO3 | the Open Molecules 2025 dataset | wB97M-V/def2-TZVPD
C -2.114 0.997 -1.708
C -0.697 0.473 -1.965
O -0.316 -0.438 -1.167
O -0.055 0.942 -2.923
H -2.420 1.765 -2.419
H -2.314 1.310 -0.682
H -2.789 0.163 -1.941
C 1.475 0.461 1.235
C 0.855 -0.656 2.004
O 1.362 -1.155 3.001
N -0.378 -0.972 1.531
H -0.848 -1.821 1.794
H -0.540 -0.723 0.546
H 1.130 1.413 1.618
H 1.318 0.495 0.164
H 2.560 0.519 1.352
```

Properties
Kohn-Sham gap: 0.31762 Eh
energy relative to the best compared isomer or geometry (same formula, charge and spin): 5.6 kcal/mol
charge: -1
molecular weight: 118.11 g/mol
max |F|: 1.83 eV/A

Entry 16:
Below is a 2-piece molecular cluster, C4H8NO6S overall, with properties calculated with wB97M-V/def2-TZVPD.

Structure (XYZ):
```
20
C4H8NO6S | the Open Molecules 2025 dataset | wB97M-V/def2-TZVPD
O 2.754 2.473 -1.464
C 1.811 1.812 -1.852
O 1.641 0.918 -2.653
O 0.539 2.094 -1.053
S -0.648 2.890 -1.715
O -0.182 3.663 -2.857
O -1.465 1.631 -2.332
H -0.870 0.858 -2.312
C -1.081 -1.452 0.082
O -1.099 -0.543 -0.718
N -0.386 -1.395 1.238
C -0.365 -2.478 2.190
C 0.371 -0.176 1.501
H -1.621 -2.406 -0.066
H -0.757 -2.155 3.158
H 0.654 -2.847 2.337
H -0.980 -3.298 1.822
H -0.294 0.687 1.525
H 1.100 0.000 0.711
H 0.879 -0.277 2.459
```

Properties
Kohn-Sham gap: 0.28180 Eh
energy relative to the best compared isomer or geometry (same formula, charge and spin): 0.0 kcal/mol
charge: -1
molecular weight: 198.18 g/mol
max |F|: 1.03 eV/A